Here is 9 unconnected molecules or ions with the total composition C38H63Br17NO6 in a non-equilibrium geometry from OMol25. Energies are from ωB97M-V/def2-TZVPD.

Atoms and positions in Å:
C 4.463 -5.332 -3.256
C 4.256 -4.841 -4.581
C 3.609 -3.930 -5.825
C 4.392 -2.510 -6.067
C 3.853 -1.268 -5.110
C 3.719 -1.654 -3.523
C 2.245 -1.863 -2.762
C 0.851 -1.631 -3.612
O 0.734 -0.282 -4.218
C 0.436 0.745 -3.207
C 1.262 2.132 -3.641
C 2.242 -2.305 -1.155
C 0.861 -2.594 -0.283
O -0.213 -3.240 -0.819
O 0.851 -2.170 1.128
C -0.182 -2.868 1.912
C -1.653 -2.073 1.894
C -1.521 -0.768 2.929
C -1.414 0.655 2.057
O -2.253 0.976 1.068
O -0.337 1.636 2.374
C 3.733 -2.451 -0.432
C 5.117 -2.184 -1.269
C 6.586 -2.301 -0.478
C 7.199 -0.789 -0.118
O 8.314 -0.833 0.849
C 9.499 -1.491 0.255
C 10.937 -0.786 0.732
N 5.048 -1.819 -2.755
Br 6.748 -1.537 -3.580
H 4.564 -5.648 -2.110
H 3.743 -4.619 -6.791
H 2.458 -3.748 -5.702
H 5.579 -2.616 -6.057
H 4.132 -2.175 -7.183
H 2.855 -0.889 -5.612
H 4.640 -0.387 -5.276
H -0.130 -1.806 -2.998
H 0.855 -2.457 -4.469
H -0.716 0.977 -3.144
H 0.826 0.466 -2.135
H 2.007 1.842 -4.514
H 1.900 2.576 -2.758
H 0.500 2.918 -4.108
H -0.292 -4.013 1.673
H 0.174 -2.812 3.049
H -2.533 -2.791 2.179
H -1.855 -1.650 0.801
H -0.508 -0.805 3.560
H -2.386 -0.736 3.716
H 0.439 1.526 1.725
H 3.860 -2.732 0.721
H 6.383 -2.879 0.545
H 7.366 -2.961 -1.083
H 7.583 -0.214 -1.062
H 6.279 -0.182 0.304
H 9.377 -1.444 -0.913
H 9.538 -2.601 0.674
H 11.543 -1.487 1.481
H 10.768 0.227 1.313
H 11.645 -0.576 -0.193
Br -5.291 -0.386 3.675
C -5.438 1.144 2.474
C -6.441 2.150 2.990
Br -8.270 1.551 2.672
H -5.686 0.751 1.485
H -4.435 1.580 2.446
H -6.353 3.095 2.446
H -6.350 2.343 4.062
Br 5.472 1.903 -5.297
C 5.325 3.434 -6.497
C 4.322 4.440 -5.981
Br 2.494 3.840 -6.299
H 5.077 3.041 -7.487
H 6.329 3.870 -6.525
H 4.411 5.385 -6.525
H 4.414 4.633 -4.909
Br -5.697 0.601 -1.044
C -4.966 -1.189 -1.306
C -3.512 -1.131 -1.716
Br -3.327 -0.632 -3.592
H -5.604 -1.690 -2.037
H -5.073 -1.683 -0.336
H -3.052 -2.121 -1.638
H -2.925 -0.415 -1.135
Br -3.929 -5.339 3.264
C -5.034 -5.007 1.691
C -4.389 -5.562 0.443
Br -2.934 -4.416 -0.168
H -5.212 -3.930 1.647
H -5.980 -5.519 1.896
H -5.105 -5.579 -0.385
H -3.972 -6.564 0.578
Br -4.115 3.757 5.457
C -4.535 5.654 5.630
C -5.867 5.980 4.995
Br -5.723 6.049 3.051
H -3.699 6.207 5.196
H -4.567 5.840 6.709
H -6.200 6.979 5.291
H -6.650 5.255 5.231
Br 10.778 2.268 6.336
C 10.607 1.494 4.553
C 10.080 0.079 4.620
Br 11.474 -1.166 5.176
H 11.586 1.572 4.076
H 9.899 2.144 4.029
H 9.772 -0.263 3.627
H 9.247 -0.042 5.317
Br -10.773 8.776 5.798
C -9.853 7.347 4.841
C -10.102 6.005 5.490
Br -9.035 5.795 7.108
H -8.795 7.620 4.799
H -10.270 7.370 3.829
H -9.781 5.194 4.830
H -11.147 5.847 5.772
Br -11.756 -2.356 -1.596
C -10.870 -1.165 -0.331
C -9.456 -0.858 -0.767
Br -8.264 -2.357 -0.402
H -10.929 -1.641 0.651
H -11.478 -0.254 -0.326
H -9.049 -0.023 -0.190
H -9.370 -0.633 -1.834

Cartesian forces (eV/Å) of the 2 atoms listed first:
C -1.893 3.952 -8.614
C 0.058 -1.915 9.599

Properties
LUMO level, eV: -5.04
Total charge: +1
2S+1: 1

=====

Here is a molecular structure, C3H3EuO4 in a non-equilibrium geometry from OMol25. Energies are from ωB97M-V/def2-TZVPD.

Atoms and positions in Å:
O 1.649 -0.412 2.826
C 0.710 -0.393 2.079
C 0.858 0.021 0.630
H -0.355 -0.519 2.416
H 1.183 1.070 0.597
H 1.612 -0.601 0.128
O -0.421 -0.190 -0.013
C -0.647 0.271 -1.184
O 0.191 1.069 -1.743
O -1.709 0.057 -1.782
Eu -3.071 -0.372 -3.952

Cartesian forces (eV/Å) of the 2 atoms listed first:
O -0.800 -0.217 -0.900
C 0.025 0.575 1.275

Properties
Expectation value of S²: 20.013
LUMO level (spin up / spin down), eV: -10.20 / -11.18
Total charge: +2
2S+1: 9

=====

Here is 15 unconnected molecules or ions with the total composition C24H78N12O15 in a non-equilibrium geometry from OMol25. Energies are from ωB97M-V/def2-TZVPD.

Atoms and positions in Å:
C 15.568 8.858 -20.676
C 15.414 7.793 -21.742
O 14.788 6.749 -21.047
H 15.833 8.518 -19.657
H 14.574 9.267 -20.582
H 16.279 9.555 -21.024
H 16.392 7.504 -22.151
H 14.829 8.196 -22.563
H 15.394 6.022 -20.952
C 16.781 8.518 -26.266
C 15.805 8.538 -25.092
O 15.076 7.319 -25.177
H 17.470 9.353 -26.221
H 16.190 8.461 -27.234
H 17.476 7.644 -26.248
H 15.059 9.314 -25.212
H 16.236 8.668 -24.142
H 14.279 7.278 -24.617
C 13.678 13.171 -27.299
C 14.002 12.541 -25.852
O 12.923 12.496 -24.957
H 12.845 12.633 -27.831
H 14.562 13.184 -27.979
H 13.307 14.211 -27.214
H 14.773 13.036 -25.325
H 14.285 11.488 -25.971
H 13.147 11.862 -24.256
C 12.872 9.970 -17.780
C 11.705 9.205 -18.396
O 11.764 7.942 -17.829
H 13.098 10.900 -18.228
H 13.860 9.400 -17.752
H 12.529 10.268 -16.742
H 11.824 9.138 -19.476
H 10.726 9.626 -18.163
H 10.931 7.482 -17.994
C 13.574 9.422 -28.030
C 12.617 8.710 -27.052
O 12.660 9.296 -25.770
H 13.142 10.401 -28.325
H 13.629 8.835 -28.926
H 14.558 9.581 -27.718
H 12.632 7.635 -27.120
H 11.673 9.053 -27.334
H 11.742 9.429 -25.574
C 17.643 12.105 -25.161
C 17.398 11.466 -23.823
O 15.998 11.310 -23.665
H 17.348 11.395 -25.944
H 18.689 12.223 -25.207
H 17.328 13.150 -25.357
H 17.752 12.143 -23.151
H 17.788 10.484 -23.791
H 15.635 12.158 -23.434
C 10.610 13.848 -21.247
C 11.008 14.927 -22.272
O 10.396 14.712 -23.582
H 9.606 13.698 -20.878
H 11.189 14.022 -20.391
H 10.856 12.871 -21.645
H 11.999 14.890 -22.522
H 10.737 15.985 -21.961
H 10.863 15.225 -24.247
C 11.602 13.008 -17.977
C 12.466 13.802 -17.001
O 12.377 15.208 -17.312
H 12.103 12.906 -18.943
H 10.639 13.571 -18.200
H 11.369 11.945 -17.569
H 13.465 13.564 -17.159
H 12.120 13.639 -15.999
H 11.765 15.294 -18.064
C 16.204 13.433 -18.298
C 15.203 12.524 -18.817
O 15.777 11.807 -19.919
H 17.186 12.966 -18.062
H 15.840 13.876 -17.389
H 16.430 14.088 -19.137
H 14.317 13.026 -19.096
H 15.092 11.834 -17.981
H 15.131 11.135 -20.092
C 9.425 8.682 -24.918
O 9.597 9.811 -24.219
N 9.202 8.633 -26.180
N 9.448 7.455 -24.399
H 9.197 9.513 -26.752
H 9.054 7.779 -26.800
H 9.623 7.474 -23.405
H 9.753 6.645 -24.887
C 10.922 6.897 -21.338
O 10.993 5.545 -21.050
N 9.806 7.449 -21.721
N 11.934 7.706 -21.268
H 8.918 7.028 -21.676
H 9.678 8.437 -21.534
H 12.862 7.414 -20.895
H 11.980 8.643 -21.638
C 15.546 14.232 -22.793
O 16.029 15.063 -23.743
N 16.169 13.925 -21.711
N 14.355 13.783 -22.885
H 16.906 14.518 -21.355
H 15.931 13.147 -21.088
H 13.795 13.890 -23.656
H 13.874 13.209 -22.216
C 7.939 12.787 -25.038
O 7.679 14.078 -25.442
N 7.374 11.714 -25.391
N 8.959 12.477 -24.358
H 6.681 11.866 -26.189
H 7.312 10.864 -24.845
H 9.557 13.312 -24.030
H 9.216 11.542 -23.917
C 12.649 10.735 -22.254
O 13.219 11.449 -21.295
N 11.488 10.233 -22.263
N 13.338 10.266 -23.250
H 10.835 10.659 -21.651
H 10.974 9.879 -23.070
H 14.338 10.555 -23.254
H 13.056 9.713 -24.027
C 8.799 10.630 -20.713
O 9.726 11.035 -19.785
N 8.001 9.628 -20.531
N 8.567 11.131 -21.903
H 8.045 8.973 -19.661
H 7.293 9.319 -21.307
H 8.819 12.107 -21.898
H 7.901 10.762 -22.624

Cartesian forces (eV/Å) of the 2 atoms listed first:
C -0.334 -0.332 0.074
C 1.386 0.323 1.322

Properties
LUMO level, eV: -0.78
2S+1: 1

=====

Here is a molecular structure, C32H37ClGdN2Si2 in a non-equilibrium geometry from OMol25. Energies are from ωB97M-V/def2-TZVPD.

Atoms and positions in Å:
C 1.053 -0.342 1.144
C 0.551 -1.640 0.833
C 1.389 -2.200 -0.195
H -0.279 -2.147 1.327
C 2.398 -1.236 -0.513
C 2.185 -0.078 0.297
H 2.817 0.814 0.337
H 0.728 0.297 1.968
H 1.295 -3.198 -0.618
H 3.216 -1.376 -1.215
Gd 0.189 -0.242 -1.222
Si -1.572 -3.806 -5.907
C -3.288 -3.905 -6.712
C -3.749 -2.921 -7.614
H -3.063 -2.158 -7.990
C -5.101 -2.872 -7.982
H -5.455 -2.086 -8.661
C -5.998 -3.817 -7.479
H -7.054 -3.777 -7.757
C -5.542 -4.827 -6.618
H -6.237 -5.577 -6.232
C -4.194 -4.869 -6.242
H -3.845 -5.631 -5.543
C -0.394 -3.634 -7.341
C -0.453 -4.590 -8.372
H -1.141 -5.436 -8.298
C 0.335 -4.436 -9.516
H 0.294 -5.186 -10.306
C 1.160 -3.313 -9.658
H 1.766 -3.187 -10.557
C 1.200 -2.350 -8.647
H 1.826 -1.466 -8.756
C 0.429 -2.509 -7.492
H 0.434 -1.735 -6.720
H -1.286 -5.024 -5.111
Si -2.135 -1.534 -4.874
C -0.358 -1.836 -4.201
C 0.052 -3.072 -3.627
H -0.683 -3.822 -3.316
C 1.405 -3.387 -3.428
H 1.685 -4.382 -3.037
C 2.378 -2.420 -3.707
H 3.435 -2.677 -3.585
C 2.006 -1.126 -4.105
H 2.760 -0.329 -4.199
C 0.649 -0.849 -4.362
H 0.349 0.167 -4.655
C -3.270 -2.227 -3.556
C -2.840 -2.781 -2.343
H -1.791 -2.706 -2.031
C -3.734 -3.489 -1.531
H -3.382 -3.918 -0.591
C -5.074 -3.622 -1.931
H -5.764 -4.198 -1.318
C -5.528 -2.988 -3.093
H -6.586 -3.036 -3.381
C -4.643 -2.259 -3.885
H -4.991 -1.730 -4.778
H -2.511 -0.134 -4.926
Cl -1.654 0.876 -2.748
N 0.651 2.181 -1.174
C 0.190 3.235 -0.186
C -0.709 2.690 0.910
C -1.965 1.976 0.429
N -1.714 0.510 0.222
H 0.220 2.392 -2.089
H 1.662 2.285 -1.317
H 1.092 3.670 0.264
H -0.330 4.028 -0.745
H -0.123 2.041 1.572
H -1.033 3.548 1.513
H -2.756 2.081 1.182
H -2.336 2.387 -0.517
H -1.716 0.029 1.121
H -2.483 0.107 -0.317

Cartesian forces (eV/Å) of the 2 atoms listed first:
C 1.074 -0.531 0.244
C 1.139 -0.073 0.119

Properties
Expectation value of S²: 15.865
LUMO level (spin up / spin down), eV: -5.06 / -2.68
Total charge: +1
2S+1: 8

=====

no.,calculated total energy (eV)
1,-1244898.525
2,-30658.134
3,-74741.907
4,-85871.798